The following is a quantum chemistry calculation of one molecule with the formula C6H7BrN4, from the OMol25 dataset.

```
18
Properties=species:S:1:pos:R:3:forces:R:3
C 0.7688 2.0612 2.0321 -0.4 -0.6 1.0
C 0.9934 0.9140 1.0782 2.2 1.3 1.2
N 2.2191 0.5919 0.7418 -0.5 -0.1 0.0
N 2.1202 -0.4189 -0.1585 0.6 -0.9 -0.8
C 0.8683 -0.6749 -0.3850 1.1 -0.9 -0.2
N 0.1224 0.1728 0.3700 -0.7 0.7 0.8
N -1.2178 0.2915 0.5743 -4.0 -4.6 -6.3
C -1.8860 -0.4811 -0.5816 2.7 3.5 6.4
Br -3.7396 -0.5016 -0.4775 0.3 -0.1 -0.2
C -1.0558 -1.0318 -1.6755 -0.1 1.3 -0.2
C 0.2212 -1.7556 -1.2006 -2.3 1.5 3.6
H 1.6462 2.6874 2.0261 0.5 0.0 -0.4
H -0.0143 2.6603 1.5560 -0.4 0.0 1.1
H 0.7060 1.7920 3.1800 -0.7 0.3 -2.5
H -1.5178 -1.7096 -2.3660 -1.0 0.2 -0.3
H -0.8542 0.0084 -2.1562 0.4 -1.8 -0.1
H 0.7098 -1.9766 -2.0790 1.6 -1.1 -1.4
H -0.0899 -2.6293 -0.4786 0.8 1.3 -1.7
```
Forces are in eV/Å.

Summary:
Gap between HOMO and LUMO (spin up / spin down) (eV): 8.46 / 8.46
Energy relative to the best compared isomer or geometry (same formula, charge and spin) (eV): 2.766
SMILES string: Cc1nnc2n1N=C(Br)CC2
Maximum force (eV/Å): 8.785
LUMO energy (spin up / spin down) (eV): -0.60 / -0.60
HOMO (spin up / spin down) (eV): -9.1 / -9.1

The following is a quantum chemistry calculation of C38H47KN6O6S6 as an isolated structure, from the OMol25 dataset.

```
104
Properties=species:S:1:pos:R:3:forces:R:3
K 1.2543 -0.3110 -0.4625 0.4 0.5 0.1
C 0.5910 0.8283 -5.1803 0.0 0.0 0.0
N -0.2168 1.3857 -4.1169 0.0 0.0 0.0
C -1.5549 1.8144 -4.4522 0.0 0.0 0.0
C 0.3161 1.4918 -2.8647 -0.1 0.1 -0.2
O 1.4556 1.1626 -2.6126 0.0 0.0 -0.1
C -0.6145 2.0438 -1.7911 -0.1 -0.1 0.0
O 0.1077 2.1324 -0.5954 0.0 -0.2 -0.1
C -0.2121 3.1831 0.2642 -0.1 0.0 0.0
C -1.6187 3.0511 0.8385 0.0 0.0 0.0
O -2.3856 2.1847 0.4380 0.0 0.0 0.1
N -1.9814 3.9827 1.7621 0.0 0.0 0.0
C -1.0005 4.8087 2.4467 0.0 0.0 0.0
C -3.2565 3.8375 2.4351 0.0 0.0 -0.1
H 0.1468 -0.1008 -5.5474 0.0 0.0 0.0
H 1.5802 0.6183 -4.7844 0.0 0.0 0.0
H 0.6763 1.5375 -6.0099 0.0 0.0 0.0
H -1.9002 1.2390 -5.3118 0.0 0.0 0.0
H -1.5977 2.8785 -4.7155 0.0 0.0 0.0
H -2.2533 1.6253 -3.6390 0.0 0.0 0.0
H -1.4626 1.3613 -1.6714 0.0 0.1 0.0
H -1.0146 3.0195 -2.0953 0.0 0.0 0.0
H -0.1305 4.1519 -0.2535 0.0 0.0 0.0
H 0.5657 3.1581 1.0363 0.0 0.0 0.0
H -0.5684 4.2803 3.3008 0.0 0.0 0.0
H -1.4967 5.7137 2.8026 0.0 0.0 0.0
H -0.1964 5.1076 1.7807 0.0 0.0 0.0
H -3.8939 3.1905 1.8387 0.0 0.0 0.0
H -3.7217 4.8210 2.5411 0.0 0.0 0.0
H -3.1194 3.3859 3.4207 0.0 0.0 0.0
S 3.0005 2.4605 1.5472 0.1 0.0 0.1
C 4.0649 3.1794 0.3752 -0.1 -0.2 -0.1
C 4.2405 4.5669 0.3904 0.0 0.1 0.0
C 5.0595 5.2484 -0.5057 0.0 0.0 0.0
C 5.1810 6.6701 -0.4164 0.0 0.0 0.0
N 5.2637 7.8171 -0.3256 0.0 0.0 0.0
C 5.7474 4.5081 -1.4809 0.0 0.0 0.0
C 5.5907 3.1284 -1.5146 0.0 0.0 0.0
C 4.7764 2.4158 -0.6182 0.0 0.1 0.1
S 4.7050 0.6935 -0.7658 0.0 0.0 0.0
C 6.6060 5.1480 -2.4319 0.0 0.0 0.0
N 7.3018 5.6472 -3.2039 0.0 0.0 0.0
H 3.7090 5.1330 1.1448 0.0 0.0 0.0
H 6.1219 2.5603 -2.2669 0.0 0.0 0.0
O -0.3300 -1.5498 -1.9837 -0.2 0.1 -0.2
C -0.8391 -2.8009 -1.9525 0.0 0.0 0.1
C -1.6001 -2.9576 -0.6013 0.0 0.1 0.0
C -2.4946 -1.8140 -0.3975 0.0 0.0 0.0
C -3.3183 -1.5135 0.6107 0.0 0.0 0.0
C -2.4631 -2.7487 2.6837 0.0 0.1 0.1
S -1.3973 -4.1746 0.4606 0.1 -0.1 0.0
C 0.2840 -3.8045 -2.1677 0.0 0.0 0.0
C 0.3522 -5.1650 -2.1880 0.0 0.0 0.0
C 1.6650 -5.6412 -2.4559 0.0 0.0 0.0
C 2.5518 -4.6233 -2.6393 0.1 0.1 0.0
S 1.8115 -3.0849 -2.4924 -0.1 -0.2 0.1
C -1.9064 -2.9909 -3.0319 0.0 0.0 -0.1
C -2.7894 -3.9953 -3.2965 0.0 0.0 0.0
C -3.6139 -3.7168 -4.4227 0.0 0.0 0.0
C -3.3336 -2.5033 -4.9764 0.0 0.0 0.0
S -2.0804 -1.6903 -4.1333 0.0 0.0 0.0
H -2.4561 -1.0996 -1.2100 0.0 0.0 0.0
H -3.8908 -0.5991 0.4898 0.0 0.0 0.0
H -2.5618 -3.7788 3.0797 0.0 0.0 0.0
H -0.4981 -5.8050 -2.0029 0.0 0.0 0.0
H 1.9307 -6.6891 -2.5084 0.0 0.0 0.0
H 3.6040 -4.7011 -2.8656 0.0 0.0 0.0
H -2.8497 -4.8977 -2.7028 0.0 0.0 0.0
H -4.3780 -4.3862 -4.7953 0.0 0.0 0.0
H -3.8071 -2.0484 -5.8326 0.0 0.0 0.0
C 4.1042 -3.6387 1.3225 0.0 0.0 0.0
S 4.0090 -1.9136 0.7944 0.0 0.1 0.1
C 5.1374 -1.2280 2.0011 0.1 0.0 0.0
O 2.6575 -1.4721 1.2668 0.0 -0.5 0.2
H 5.1134 -4.0214 1.1626 0.0 0.0 0.0
H 3.3968 -4.1869 0.7008 0.0 0.0 0.0
H 3.8161 -3.7098 2.3717 0.0 0.0 0.0
H 6.1636 -1.4621 1.7174 0.0 0.0 0.0
H 4.8877 -1.6175 2.9892 0.0 0.0 0.0
H 4.9732 -0.1514 1.9332 0.0 0.0 0.0
C -5.0386 -1.9296 3.9082 0.0 0.0 0.0
N -4.4554 -1.3252 2.7244 0.0 0.0 0.0
C -3.7471 -0.1063 3.1142 0.0 0.1 0.0
C -3.6769 -2.2562 1.8719 0.0 -0.1 0.0
C -4.5672 -3.4435 1.4823 0.0 0.0 0.0
O -1.5597 -2.0358 3.0444 -0.1 0.0 -0.1
H -5.6727 -1.1845 4.3928 0.0 0.0 0.0
H -4.2912 -2.2481 4.6535 0.0 0.0 0.0
H -5.6661 -2.7820 3.6521 0.0 0.0 0.0
H -3.0465 -0.2665 3.9381 0.1 0.0 0.1
H -4.4867 0.6339 3.4303 0.0 0.0 0.0
H -3.1862 0.3192 2.2854 0.0 0.0 0.0
H -5.5462 -3.0714 1.1790 0.0 0.0 0.0
H -4.6951 -4.1440 2.3100 0.0 0.0 0.0
H -4.1167 -3.9851 0.6539 0.0 0.0 0.0
C 1.8706 -0.0036 4.3062 0.0 -0.1 0.0
C 0.9239 0.2775 3.1373 0.3 0.0 0.1
C -0.1330 1.2007 3.5308 -0.1 -0.1 0.0
N -0.9664 1.9125 3.8800 0.0 0.0 0.0
H 2.6339 -0.6981 3.9583 0.0 0.0 0.0
H 1.3427 -0.4434 5.1539 0.0 0.0 0.0
H 2.3666 0.9142 4.6221 0.0 0.0 0.0
H 0.4757 -0.6479 2.7738 -0.1 0.1 0.0
H 1.5221 0.7346 2.3403 -0.2 0.0 -0.1
```
Forces are in eV/Å.

Summary:
Gap between HOMO and LUMO (eV): 4.54
Energy relative to the best compared isomer or geometry (same formula, charge and spin) (eV): 2.761
Net charge: -2
Maximum force (eV/Å): 0.653
LUMO energy (eV): 3.41
HOMO (eV): -1.1

What did the first record say?
The following is a quantum chemistry calculation of one molecule with the formula C6H7BrN4, from the OMol25 dataset.

```
18
Properties=species:S:1:pos:R:3:forces:R:3
C 0.7688 2.0612 2.0321 -0.4 -0.6 1.0
C 0.9934 0.9140 1.0782 2.2 1.3 1.2
N 2.2191 0.5919 0.7418 -0.5 -0.1 0.0
N 2.1202 -0.4189 -0.1585 0.6 -0.9 -0.8
C 0.8683 -0.6749 -0.3850 1.1 -0.9 -0.2
N 0.1224 0.1728 0.3700 -0.7 0.7 0.8
N -1.2178 0.2915 0.5743 -4.0 -4.6 -6.3
C -1.8860 -0.4811 -0.5816 2.7 3.5 6.4
Br -3.7396 -0.5016 -0.4775 0.3 -0.1 -0.2
C -1.0558 -1.0318 -1.6755 -0.1 1.3 -0.2
C 0.2212 -1.7556 -1.2006 -2.3 1.5 3.6
H 1.6462 2.6874 2.0261 0.5 0.0 -0.4
H -0.0143 2.6603 1.5560 -0.4 0.0 1.1
H 0.7060 1.7920 3.1800 -0.7 0.3 -2.5
H -1.5178 -1.7096 -2.3660 -1.0 0.2 -0.3
H -0.8542 0.0084 -2.1562 0.4 -1.8 -0.1
H 0.7098 -1.9766 -2.0790 1.6 -1.1 -1.4
H -0.0899 -2.6293 -0.4786 0.8 1.3 -1.7
```
Forces are in eV/Å.

Summary:
Gap between HOMO and LUMO (spin up / spin down) (eV): 8.46 / 8.46
Energy relative to the best compared isomer or geometry (same formula, charge and spin) (eV): 2.766
SMILES string: Cc1nnc2n1N=C(Br)CC2
Maximum force (eV/Å): 8.785
LUMO energy (spin up / spin down) (eV): -0.60 / -0.60
HOMO (spin up / spin down) (eV): -9.1 / -9.1

Q: Among the records above, which one has the highest maximum force?
A: C6H7BrN4

Q: Which of these has the highest energy relative to the best compared isomer or geometry (same formula, charge and spin)?
A: C6H7BrN4

Q: Which value of maximum force does entry 2 give?
A: 0.653 eV/Å